99
Properties=species:S:1:pos:R:3 method="wB97M-V/def2-TZVPD" gap_ev=6.7 mol_weight_g_mol=712.86 charge=+1 homo_energy_ev=-10.21
C 8.14378 -0.16434 0.92974
C 6.94368 -0.31001 2.00841
C 6.19233 -1.74166 1.79163
C 4.73957 -1.58214 1.14297
N 4.03430 -2.83416 0.78270
C 3.83059 -3.77973 1.90465
C 2.55725 -3.21765 2.76221
C 1.25098 -3.47234 1.82109
C -0.08890 -2.82151 2.41653
C -1.06329 -2.12778 1.35543
N -2.17094 -1.58256 2.19890
C -0.51567 -1.02161 0.32619
C -1.83709 -0.88309 -0.60065
C -2.90582 0.26903 -0.30277
C -2.20029 1.55505 0.41562
C -2.95720 2.93897 0.10325
C -1.80658 4.07651 -0.07381
O -2.24057 5.36006 0.51448
C -1.04854 6.04180 0.94922
C -0.19166 6.95229 -0.04187
O -0.67318 5.94492 2.14644
N -2.34264 -2.31116 -0.88545
P -4.10431 -2.43857 -1.26047
O -4.37652 -3.85631 -1.79554
O -5.08255 -2.23002 0.10225
O -4.58129 -1.35504 -2.47965
C -1.88621 -3.08627 0.30449
O -1.33621 -4.39642 0.23935
C -1.08782 -4.89536 -1.08845
C 0.12614 -4.19099 -1.87905
C 4.49014 -3.45123 -0.45280
S 3.63439 -4.71946 -1.19306
S 6.01950 -2.90681 -1.40248
C 5.24780 -2.22985 -2.98763
C 6.26127 -1.32617 -3.84410
C 7.44982 -0.64643 -3.00655
H 9.07242 -0.70232 1.31379
H 7.79161 -0.64515 -0.04366
H 8.37027 0.95351 0.79159
H 7.39485 -0.31910 3.06191
H 6.18401 0.53465 1.87483
H 6.91552 -2.40954 1.21760
H 6.07743 -2.22156 2.83669
H 4.86183 -0.91651 0.20508
H 4.12335 -0.93621 1.87695
H 4.68492 -3.85825 2.65494
H 3.54313 -4.84192 1.61008
H 2.61750 -2.09431 2.94791
H 2.53443 -3.82644 3.72405
H 1.09639 -4.61773 1.85279
H 1.45402 -3.12425 0.75646
H -0.71674 -3.57809 3.00760
H 0.22753 -1.99733 3.16286
H -1.91105 -0.71235 2.68110
H -2.49648 -2.28861 2.87004
H 0.27014 -1.49904 -0.37180
H -0.01143 -0.07626 0.70582
H -1.37374 -0.55795 -1.60574
H -3.76440 -0.02652 0.38405
H -3.33443 0.68695 -1.29026
H -1.10443 1.67552 0.13183
H -2.32382 1.35654 1.54676
H -3.58167 3.30048 1.00407
H -3.56696 2.85168 -0.85708
H -1.57909 4.28718 -1.17871
H -0.83705 3.79246 0.47587
H -0.62213 6.85433 -1.10279
H -0.20052 8.05538 0.24186
H 0.87722 6.54318 -0.08457
H -1.94807 -2.45130 -1.83161
H -5.98919 -1.92441 -0.12160
H -5.55400 -1.23034 -2.32376
H -2.85485 -3.25524 0.91891
H -0.81161 -6.01155 -0.99359
H -2.00937 -4.83875 -1.78053
H 0.83709 -4.94130 -2.38019
H -0.31803 -3.57236 -2.75518
H 0.73625 -3.45518 -1.25964
H 4.87811 -3.08624 -3.64866
H 4.35800 -1.57340 -2.67830
H 6.69521 -1.88304 -4.75654
H 5.63840 -0.46423 -4.29836
H 8.25815 -1.42736 -2.82013
H 7.01172 -0.18538 -2.06257
H 7.87626 0.20544 -3.65886
C -5.59386 5.68057 0.87324
C -6.11203 5.86335 -0.54020
O -7.33749 5.13960 -0.74151
C -8.44255 5.69078 -0.19867
O -8.44993 6.72074 0.42318
C -9.67492 4.84728 -0.50893
F -9.48388 3.53740 -0.23982
F -10.02089 4.92520 -1.81064
F -10.75288 5.22714 0.19701
H -5.48100 4.61805 1.10417
H -4.63104 6.17699 0.99921
H -6.28888 6.09082 1.60959
H -5.38635 5.45480 -1.24804
H -6.24531 6.91950 -0.79116